(1)
Here is 2 unconnected molecules or ions with the total composition C4H10OSi from the OMol25 dataset. Energies are from wB97M-V/def2-TZVPD.

Values from the calculation:
Kohn-Sham gap in eV: 8.09
Total charge: 0
Energy above the lowest of the compared OMol25 structures with the same formula, charge and spin in eV: 3.006
Lowest unoccupied orbital energy in eV: 0.7
Calculated total energy in eV: -14232.615
2S+1: 1

Geometry as XYZ:
```
16
C4H10OSi | the OMol25 dataset | wB97M-V/def2-TZVPD
C 2.563 0.510 0.219
C -0.596 1.014 -1.465
C -0.246 -2.028 -0.346
C -1.021 0.595 1.660
O 3.409 -0.316 -0.015
Si -0.126 -0.127 0.042
H 2.687 1.582 0.653
H -0.985 0.322 -2.227
H -1.312 1.852 -1.321
H 0.324 1.590 -1.790
H -0.532 -2.087 -1.408
H 0.672 -2.604 -0.195
H -1.148 -2.437 0.104
H -0.385 0.508 2.572
H -1.285 1.629 1.704
H -2.017 -0.003 1.815
```


(2)
Here is 2 unconnected molecules or ions with the total composition C3H5O3 from the OMol25 dataset. Energies are from wB97M-V/def2-TZVPD.

Values from the calculation:
Kohn-Sham gap in eV: 8.44
Total charge: -1
Energy above the lowest of the compared OMol25 structures with the same formula, charge and spin in eV: 0.618
Lowest unoccupied orbital energy in eV: 4.3
Calculated total energy in eV: -9335.285
2S+1: 1

Geometry as XYZ:
```
11
C3H5O3 | the OMol25 dataset | wB97M-V/def2-TZVPD
O -1.207 3.077 1.557
C -1.475 1.948 1.160
H -1.045 1.511 0.205
H -2.133 1.226 1.626
O 0.963 0.721 -0.629
C 0.408 -0.376 -0.430
O -0.756 -0.620 0.110
C 1.170 -1.647 -0.829
H 0.585 -2.251 -1.556
H 2.136 -1.322 -1.268
H 1.354 -2.268 0.052
```


(3)
Here is a molecular structure, C20H24N2O5S from the OMol25 dataset. Energies are from wB97M-V/def2-TZVPD.

Values from the calculation:
Kohn-Sham gap in eV: 7.90
Total charge: 0
Energy above the lowest of the compared OMol25 structures with the same formula, charge and spin in eV: 21.673
Lowest unoccupied orbital energy in eV: -1.2
Calculated total energy in eV: -45162.410
2S+1: 1

Geometry as XYZ:
```
52
C20H24N2O5S | the OMol25 dataset | wB97M-V/def2-TZVPD
C 1.308 -1.186 -3.936
H 1.247 -2.253 -3.483
O 0.727 -0.316 -2.965
C 1.570 -0.049 -1.963
C 1.106 0.841 -1.284
C 1.862 1.362 -0.013
C 3.079 0.827 0.317
C 3.474 -0.463 -0.403
C 2.846 -0.786 -1.560
H 3.174 -1.466 -2.248
H 4.429 -0.854 0.049
C 3.813 0.873 1.779
C 3.910 -0.366 2.312
O 5.007 -0.649 2.906
N 2.828 -1.146 2.770
C 1.539 -0.634 2.631
C 0.608 -1.705 2.008
C -0.690 -1.511 2.060
C -1.395 -0.463 2.619
C -0.445 0.733 3.055
C 0.930 0.352 3.052
H 1.633 1.355 3.604
H -0.940 1.572 3.474
S -2.996 -0.051 2.676
O -3.666 -1.780 2.681
O -3.440 0.619 3.749
N -3.585 0.626 1.081
H -3.272 1.508 1.363
C -3.515 0.032 -0.024
H -4.500 0.351 -0.601
C -2.343 0.107 -0.715
C -2.392 -0.577 -2.266
H -1.659 -1.162 -2.352
C -2.247 0.737 -3.301
H -2.889 0.695 -4.105
C -2.673 1.945 -2.058
H -2.189 2.693 -2.560
O -2.108 1.827 -0.945
H -3.697 2.083 -2.173
H -1.122 0.910 -3.365
H -3.448 -0.772 -2.423
H -1.308 0.021 -0.159
H -3.629 -1.110 0.186
H -1.336 -2.343 1.632
H 1.172 -2.797 1.919
H 2.899 -1.950 3.047
H 4.637 1.438 1.347
H 3.062 1.807 2.116
H 1.365 1.978 0.779
H 0.355 1.518 -1.289
H 0.596 -1.350 -4.711
H 2.308 -1.072 -4.310
```


(4)
Here is a molecular structure, C18H43DyF6NO6S2Si2 from the OMol25 dataset. Energies are from wB97M-V/def2-TZVPD.

Values from the calculation:
Kohn-Sham gap (alpha / beta) in eV: 8.36 / 8.29
Total charge: +1
Energy above the lowest of the compared OMol25 structures with the same formula, charge and spin in eV: 1.249
Lowest unoccupied orbital energy (alpha / beta) in eV: -3.0 / -2.9
Calculated total energy in eV: -110944.452
2S+1: 6

Geometry as XYZ:
```
79
C18H43DyF6NO6S2Si2 | the OMol25 dataset | wB97M-V/def2-TZVPD
O -1.843 2.977 -0.715
O -5.081 2.075 -3.662
C -2.470 3.818 0.386
C -1.460 4.742 1.012
H -2.847 3.083 1.097
H -3.302 4.311 -0.118
H -0.654 4.188 1.509
H -1.965 5.328 1.784
H -1.037 5.445 0.282
C -1.502 3.541 -2.058
C -2.597 4.472 -2.511
H -1.413 2.663 -2.700
H -0.529 4.032 -1.965
H -3.553 3.951 -2.635
H -2.319 4.896 -3.484
H -2.711 5.323 -1.833
C -4.238 1.055 -4.184
C -6.078 1.601 -2.756
C -3.356 1.581 -5.312
H -4.846 0.221 -4.583
H -3.596 0.637 -3.385
H -3.943 2.138 -6.052
H -2.887 0.731 -5.821
H -2.564 2.234 -4.931
C -7.355 2.418 -2.876
H -5.691 1.697 -1.727
H -6.319 0.535 -2.927
H -7.173 3.481 -2.722
H -8.084 2.079 -2.135
H -7.803 2.284 -3.865
H -1.331 2.189 -0.330
Dy 0.150 0.077 -0.105
C -2.267 0.432 0.042
Si -3.117 -1.183 0.438
H -2.587 1.080 0.866
H -2.780 0.787 -0.865
C -4.750 -0.832 1.310
C -2.184 -2.339 1.558
C -3.488 -2.108 -1.153
C 0.992 2.224 0.066
Si 1.981 1.980 -1.498
H 1.645 2.081 0.959
H 0.661 3.265 0.124
C 2.084 3.490 -2.609
C 1.163 0.556 -2.464
C 3.771 1.582 -1.145
H -3.726 -1.431 -1.988
H -4.351 -2.772 -0.995
H -2.628 -2.731 -1.440
H -4.586 -0.242 2.224
H -5.219 -1.783 1.604
H -5.454 -0.285 0.666
H -1.832 -1.862 2.479
H -1.335 -2.818 1.060
H -2.897 -3.126 1.844
H 1.157 0.971 -3.482
H 0.087 0.297 -2.304
H 1.770 -0.363 -2.488
H 4.369 1.809 -2.040
H 3.908 0.529 -0.869
H 4.131 2.210 -0.320
H 3.020 3.446 -3.184
H 2.105 4.412 -2.011
H 1.246 3.555 -3.318
F 2.789 -2.840 -1.809
C 2.990 -3.194 -0.511
F 2.777 -4.516 -0.382
F 4.265 -2.909 -0.183
S 1.804 -2.152 0.526
O 2.302 -0.781 0.182
O 0.446 -2.269 -0.112
N 1.773 -2.391 2.084
S 1.085 -1.224 2.970
O 0.323 -0.269 2.107
O 0.349 -1.783 4.065
C 2.444 -0.069 3.611
F 3.300 -0.684 4.445
F 3.135 0.439 2.559
F 1.842 0.958 4.247
```


(5)
Here is a molecular structure, C55H47GeP2RuSeSi from the OMol25 dataset. Energies are from wB97M-V/def2-TZVPD.

Values from the calculation:
Kohn-Sham gap (alpha / beta) in eV: 6.20 / 3.32
Total charge: +2
Energy above the lowest of the compared OMol25 structures with the same formula, charge and spin in eV: 2.366
Lowest unoccupied orbital energy (alpha / beta) in eV: -4.9 / -9.0
Calculated total energy in eV: -208678.593
2S+1: 6

Geometry as XYZ:
```
108
C55H47GeP2RuSeSi | the OMol25 dataset | wB97M-V/def2-TZVPD
Ru 0.157 0.270 -1.761
C -4.102 0.402 -0.803
Si -2.294 0.994 -0.750
C -1.595 0.187 0.862
C -1.807 0.824 2.092
C -1.818 0.141 3.267
C -1.574 -1.260 3.352
C -1.222 -1.864 2.178
C -1.122 -1.147 0.954
P -0.256 -1.769 -0.483
C -0.907 -3.459 -0.856
C -0.097 -4.440 -1.462
C -0.605 -5.687 -1.847
C -1.931 -5.964 -1.580
C -2.793 -4.995 -1.048
C -2.330 -3.738 -0.769
C 1.569 -1.995 -0.099
C 2.579 -1.697 -1.050
C 3.883 -1.720 -0.695
C 4.182 -2.009 0.636
C 3.209 -2.352 1.564
C 1.907 -2.333 1.171
C -2.093 2.914 -0.429
C -3.219 3.748 -0.555
C -2.992 5.141 -0.428
C -1.736 5.671 -0.203
C -0.645 4.805 -0.282
C -0.794 3.440 -0.324
P 0.708 2.370 -0.578
C 1.389 2.245 1.093
C 1.180 3.271 2.002
C 1.654 3.005 3.264
C 2.299 1.844 3.625
C 2.545 0.866 2.691
C 2.217 1.185 1.411
C 1.886 3.442 -1.598
C 3.220 3.416 -1.249
C 4.203 4.116 -1.962
C 3.793 4.677 -3.155
C 2.462 4.683 -3.546
C 1.487 4.076 -2.797
H -4.728 1.001 -0.127
H -4.235 -0.694 -0.531
H -4.656 0.354 -1.706
H -2.100 1.920 2.200
H -2.005 0.662 4.214
H -1.510 -1.696 4.336
H -0.904 -2.921 2.172
H 1.010 -4.353 -1.517
H -0.019 -6.425 -2.306
H -2.277 -6.956 -1.895
H -3.864 -5.197 -0.989
H -2.981 -2.977 -0.380
H 2.153 -1.411 -2.009
H 4.671 -1.406 -1.394
H 5.220 -2.000 0.983
H 3.488 -2.637 2.571
H 1.188 -2.516 1.935
H -4.259 3.485 -0.701
H -3.826 5.763 -0.467
H -1.570 6.769 -0.039
H 0.424 5.133 -0.324
H 0.736 4.239 1.793
H 1.699 3.755 3.962
H 2.618 1.757 4.680
H 3.247 0.050 2.946
H 2.552 0.524 0.593
H 3.464 2.810 -0.342
H 5.221 4.106 -1.574
H 4.459 5.214 -3.816
H 2.193 5.293 -4.379
H 0.450 4.131 -3.121
Se 1.386 -1.293 5.237
C 1.658 -1.521 7.117
C 2.903 -1.236 7.673
C 2.972 -1.190 9.044
C 1.913 -1.525 9.866
C 0.668 -2.040 9.286
C 0.596 -2.053 7.890
H 3.813 -1.001 7.093
H 3.892 -0.994 9.582
H 2.019 -1.447 10.988
H -0.180 -2.427 9.803
H -0.343 -2.415 7.413
Ge -1.820 0.647 -3.337
C -0.172 0.039 -4.039
C 0.231 -1.293 -4.122
C 1.445 -1.631 -4.545
C 2.314 -0.643 -4.945
C 2.038 0.672 -4.919
C 0.792 1.011 -4.400
C -3.238 -0.550 -3.848
C -4.343 0.019 -4.521
C -5.341 -0.848 -4.973
C -5.249 -2.219 -4.770
C -4.203 -2.705 -4.066
C -3.173 -1.895 -3.620
H -2.017 2.105 -3.779
H -0.450 -2.083 -3.801
H 1.741 -2.674 -4.617
H 3.277 -1.073 -5.288
H 2.840 1.353 -5.145
H 0.547 2.077 -4.460
H -4.452 1.115 -4.660
H -6.040 -0.342 -5.562
H -5.955 -2.894 -5.256
H -4.145 -3.735 -3.839
H -2.385 -2.393 -3.102
```


(6)
Here is 2 unconnected molecules or ions with the total composition C2H3BrNO from the OMol25 dataset. Energies are from wB97M-V/def2-TZVPD.

Values from the calculation:
Kohn-Sham gap in eV: 8.53
Total charge: -1
Energy above the lowest of the compared OMol25 structures with the same formula, charge and spin in eV: 1.971
Lowest unoccupied orbital energy in eV: 4.1
Calculated total energy in eV: -75700.124
2S+1: 1

Geometry as XYZ:
```
8
C2H3BrNO | the OMol25 dataset | wB97M-V/def2-TZVPD
C 0.385 -0.064 0.651
C 0.421 0.012 -0.853
N 1.220 -0.790 -0.292
O 2.118 -1.659 -0.265
Br -0.067 1.609 -3.708
H 0.875 0.684 1.278
H -0.404 -0.615 1.161
H 0.266 0.728 -2.185
```


Computed values of largest force on an atom (unit: eV Å⁻¹) for the preceding records, in sequence: 2.546 2.699 17.104 2.632 3.807 2.876.